(1)
{"formula": "C3H7NO3", "method": "ωB97M-V with the def2-TZVPD basis set", "e_lumo_ev": 0.496, "e_homo_ev": -9.783, "e_above_lowest_kcal_mol": 43.2, "species": ["O", "C", "C", "N", "H", "H", "H", "H", "H", "H", "O", "C", "O", "H"], "xyz": [[2.7386, 0.9981, 1.3078], [1.9040, 0.1316, 1.5086], [0.7019, -0.2499, 0.5738], [0.7943, 0.3212, -0.7986], [1.9355, -0.4524, 2.4580], [0.6473, -1.3161, 0.4745], [-0.2168, 0.0740, 1.0163], [-0.3288, -0.2572, -1.3450], [0.8330, 1.3494, -0.8791], [1.5898, 0.0198, -1.3325], [-2.3597, -0.0886, 0.3229], [-2.3585, -0.4490, -0.8656], [-1.4020, -0.5929, -1.7374], [-3.3202, -0.7960, -1.2491]], "forces_ev_per_angstrom": [[-1.40, -1.26, -0.20], [0.08, 0.58, -0.28], [2.50, 1.46, -0.32], [-0.35, 0.24, 0.15], [-0.07, 0.12, -0.27], [0.03, -0.65, 0.05], [-0.68, 0.24, 0.33], [-1.56, 0.39, -0.44], [-0.36, -0.69, 0.61], [0.53, -0.48, 0.15], [1.05, -0.11, -1.76], [-0.78, -0.37, 1.47], [1.24, 0.48, 0.99], [-0.23, 0.06, -0.48]]}

(2)
{"formula": "C24H27Cl51O4", "method": "ωB97M-V with the def2-TZVPD basis set", "e_lumo_ev": 0.104, "e_homo_ev": -10.520, "e_above_lowest_kcal_mol": 0.0, "species": ["O", "C", "O", "C", "C", "C", "C", "C", "C", "O", "O", "H", "H", "H", "H", "H", "H", "H", "H", "H", "H", "C", "Cl", "Cl", "Cl", "H", "C", "Cl", "Cl", "Cl", "H", "C", "Cl", "Cl", "Cl", "H", "C", "Cl", "Cl", "Cl", "H", "C", "Cl", "Cl", "Cl", "H", "C", "Cl", "Cl", "Cl", "H", "C", "Cl", "Cl", "Cl", "H", "C", "Cl", "Cl", "Cl", "H", "C", "Cl", "Cl", "Cl", "H", "C", "Cl", "Cl", "Cl", "H", "C", "Cl", "Cl", "Cl", "H", "C", "Cl", "Cl", "Cl", "H", "C", "Cl", "Cl", "Cl", "H", "C", "Cl", "Cl", "Cl", "H", "C", "Cl", "Cl", "Cl", "H", "C", "Cl", "Cl", "Cl", "H", "C", "Cl", "Cl", "Cl", "H"], "xyz": [[0.6692, 5.3852, -0.2114], [0.4178, 4.2556, -0.2352], [1.3585, 3.3241, -0.4177], [-0.9933, 3.7185, -0.0948], [-2.0127, 4.8258, 0.1453], [-3.3599, 4.1774, 0.4709], [-4.6450, 4.7730, -0.1293], [-5.0770, 3.7063, -1.1442], [-4.5716, 2.4320, -0.4663], [-5.0337, 1.3789, -0.4746], [-3.4222, 2.7826, 0.1295], [0.9948, 2.4890, -0.0908], [-1.2832, 3.1993, -1.0019], [-1.0068, 3.0472, 0.7513], [-2.0279, 5.4549, -0.7460], [-1.7236, 5.4563, 0.9743], [-3.4358, 4.1702, 1.5576], [-5.3687, 4.7775, 0.6770], [-4.5794, 5.7108, -0.6615], [-4.4294, 3.8151, -2.0109], [-6.1289, 3.6876, -1.3649], [2.3836, 1.5577, -3.2673], [2.7555, 0.4692, -1.9303], [3.8513, 2.0286, -4.1218], [1.2101, 0.8127, -4.3533], [1.9279, 2.4501, -2.8559], [-0.8323, -3.0781, -4.0372], [-1.6649, -3.9787, -2.7689], [0.5046, -2.1380, -3.3622], [-0.2766, -4.1723, -5.3047], [-1.5389, -2.3845, -4.4772], [4.7183, -3.6401, -1.9057], [3.0375, -3.2489, -2.3074], [5.4473, -4.6301, -3.1704], [5.6547, -2.1651, -1.6453], [4.7241, -4.2106, -0.9857], [-3.3714, 0.4901, -2.9680], [-4.1991, 2.0445, -3.1007], [-4.0749, -0.6892, -4.0799], [-1.6403, 0.6733, -3.2721], [-3.5044, 0.1228, -1.9577], [3.3764, -4.0639, -7.2126], [5.0175, -4.4057, -7.7736], [3.3568, -3.7909, -5.4736], [2.6972, -2.6802, -8.0755], [2.7617, -4.9286, -7.4275], [0.1131, 3.2469, 4.3294], [0.7557, 2.9458, 2.7114], [1.3256, 4.0227, 5.3439], [-1.3534, 4.2305, 4.2315], [-0.1462, 2.2944, 4.7738], [-3.9000, -7.4108, -2.6983], [-3.7778, -6.2185, -3.9886], [-2.5285, -8.5199, -2.7388], [-4.0065, -6.6097, -1.1255], [-4.8048, -7.9849, -2.8481], [7.0405, -8.2686, -3.2903], [6.1488, -7.9778, -1.7964], [6.4932, -7.1914, -4.5750], [8.7757, -8.0742, -3.0198], [6.8566, -9.2891, -3.5995], [11.9850, -5.8162, -3.2101], [12.1047, -4.6073, -4.4904], [13.4402, -6.8163, -3.1590], [11.6988, -5.0481, -1.6501], [11.1423, -6.4583, -3.4319], [-1.3890, 5.2471, 8.1888], [-1.2274, 3.5838, 7.6203], [-2.4904, 5.3312, 9.5624], [0.1888, 5.9155, 8.6105], [-1.8033, 5.8396, 7.3829], [-8.7300, 4.9325, 1.6714], [-9.5594, 5.4562, 0.2087], [-7.6021, 3.6221, 1.3144], [-7.8894, 6.2859, 2.4339], [-9.4718, 4.5594, 2.3664], [0.1532, 7.1786, -3.1389], [0.1927, 8.8684, -2.6368], [-1.4838, 6.7122, -3.6254], [1.2966, 6.8884, -4.4510], [0.4433, 6.5670, -2.2923], [9.9695, -7.0803, 1.6540], [8.5548, -6.8994, 2.6942], [9.4920, -7.1682, -0.0407], [11.1112, -5.7570, 1.9201], [10.4638, -8.0068, 1.9150], [11.4499, -1.6233, 0.6653], [11.5286, 0.0289, 1.2827], [9.7763, -2.1070, 0.3808], [12.4043, -1.7910, -0.8084], [11.8677, -2.2830, 1.4148], [-13.7760, 4.3398, 0.6228], [-13.0307, 4.0602, -0.9519], [-12.5974, 4.9938, 1.7639], [-15.1641, 5.4173, 0.4756], [-14.1243, 3.3895, 1.0054], [-4.4919, -7.1972, 2.6490], [-3.4653, -5.7671, 2.5214], [-3.7362, -8.4205, 3.6721], [-6.0893, -6.7678, 3.2641], [-4.6127, -7.6144, 1.6573], [-4.0421, 3.9102, 13.1902], [-5.6889, 4.1267, 12.5928], [-3.1209, 2.8595, 12.1142], [-3.2375, 5.4703, 13.3775], [-4.0946, 3.4379, 14.1623]], "forces_ev_per_angstrom": [[1.27, 4.07, -0.24], [-2.11, -2.86, 0.00], [0.61, -0.79, 0.19], [0.20, 0.71, 0.19], [-0.02, -0.63, -0.73], [-0.23, 0.63, 0.29], [-0.40, -0.72, -0.25], [0.67, 0.41, 1.38], [0.56, 5.10, -0.71], [-1.42, -4.45, 0.51], [0.93, -0.86, 0.62], [0.21, -0.22, -0.39], [0.18, -0.42, -0.07], [-0.06, -0.53, 0.02], [-0.27, 0.06, -0.02], [0.13, 0.15, 0.20], [-0.08, 0.08, 0.10], [-0.22, 0.62, -0.08], [0.33, 0.49, 0.46], [-0.56, 0.54, 0.13], [-0.29, -0.03, -0.27], [-0.02, 0.14, -0.02], [0.00, -0.04, 0.08], [-0.08, -0.04, 0.02], [0.38, 0.31, -0.24], [0.08, 0.00, 0.04], [0.03, 0.01, 0.16], [0.11, 0.21, 0.08], [-0.45, -0.24, -0.19], [-0.03, 0.03, -0.02], [0.01, 0.01, 0.02], [0.01, 0.09, -0.10], [0.43, -0.19, 0.26], [0.05, 0.15, 0.47], [-0.02, -0.03, 0.04], [0.00, 0.01, -0.01], [-0.02, 0.00, -0.22], [0.72, -1.26, -1.64], [0.03, -0.07, 0.02], [-0.30, 0.01, 0.10], [-0.11, 0.07, 0.05], [-0.02, 0.10, 0.09], [-0.01, -0.04, -0.01], [-0.11, 0.02, -0.35], [-0.01, -0.04, -0.01], [0.02, 0.01, -0.02], [0.03, 0.15, 0.08], [0.17, -0.05, 0.22], [0.02, -0.02, -0.14], [0.00, 0.00, -0.14], [-0.02, 0.01, -0.01], [0.10, 0.03, -0.06], [-0.19, -0.20, -0.09], [-0.04, 0.00, 0.01], [-0.01, 0.03, 0.04], [0.01, 0.01, 0.02], [-0.10, 0.21, 0.04], [0.02, -0.07, -0.02], [0.09, -0.29, -0.18], [0.03, -0.13, -0.14], [0.04, 0.01, -0.01], [0.06, 0.09, 0.06], [-0.03, -0.03, 0.00], [-0.04, -0.03, 0.00], [0.03, -0.07, -0.15], [0.01, 0.02, -0.02], [0.03, 0.01, 0.06], [-0.12, -0.10, 0.22], [0.02, 0.04, -0.07], [-0.02, 0.01, -0.04], [0.02, -0.02, -0.01], [0.03, 0.09, -0.10], [0.13, 0.00, -0.04], [-0.20, -0.18, 0.10], [-0.02, -0.03, 0.02], [0.02, -0.01, -0.01], [0.06, 0.04, 0.01], [-0.01, -0.05, 0.01], [0.01, -0.06, 0.05], [-0.02, -0.03, 0.03], [-0.02, 0.04, 0.02], [-0.06, 0.10, -0.08], [0.03, -0.02, 0.00], [-0.05, -0.08, 0.27], [0.02, -0.03, 0.02], [0.01, 0.02, 0.01], [-0.05, 0.04, -0.09], [0.01, -0.04, 0.02], [0.03, -0.03, 0.02], [0.02, 0.10, 0.09], [-0.01, 0.01, 0.00], [0.01, 0.07, -0.08], [-0.01, -0.02, 0.04], [-0.14, -0.02, 0.11], [0.02, -0.04, 0.02], [0.01, 0.01, 0.00], [0.01, 0.02, 0.08], [-0.02, -0.03, -0.05], [-0.01, 0.01, -0.04], [0.01, -0.01, -0.04], [0.01, 0.01, 0.01], [0.01, 0.03, -0.09], [0.01, -0.01, 0.03], [-0.02, -0.04, 0.08], [-0.01, -0.02, 0.02], [0.00, 0.01, -0.01]]}

(3)
{"formula": "C21H30CoN6O3S", "method": "ωB97M-V with the def2-TZVPD basis set", "e_lumo_ev": [-5.929, -6.288], "spin_multiplicity": 4, "total_charge": 2, "e_homo_ev": [-14.599, -14.595], "s_squared": 3.757, "species": ["Co", "O", "C", "C", "C", "C", "N", "C", "C", "C", "C", "C", "C", "O", "C", "C", "N", "H", "H", "H", "H", "H", "H", "H", "H", "H", "H", "H", "H", "O", "S", "C", "C", "C", "C", "H", "H", "H", "H", "H", "H", "H", "H", "C", "C", "C", "C", "N", "C", "N", "N", "N", "H", "H", "H", "H", "H", "H", "H", "H", "H", "H"], "xyz": [[-0.0241, 0.0493, 0.4967], [0.2579, -6.2459, -2.6267], [-0.9607, -5.6871, -2.2542], [-0.7564, -4.3410, -1.6206], [-1.8417, -3.7387, -0.9898], [-1.7429, -2.4479, -0.4617], [-0.5768, -1.7882, -0.4210], [0.4869, -2.3668, -1.0257], [0.4503, -3.6230, -1.6717], [1.7156, -1.6123, -0.9952], [2.8909, -2.1289, -1.5731], [4.0489, -1.3502, -1.4822], [5.3409, -1.8023, -2.0850], [5.4583, -3.1771, -1.9321], [3.9555, -0.0633, -0.9037], [2.7600, 0.3688, -0.3533], [1.6568, -0.4018, -0.3669], [0.1657, -7.1934, -2.8310], [-1.5255, -6.2620, -1.5169], [-1.6821, -5.5915, -3.0995], [-2.7819, -4.2908, -0.8703], [-2.5849, -1.8732, 0.0099], [1.3433, -3.9906, -2.2098], [2.8647, -3.1199, -2.0432], [6.1279, -1.2763, -1.5355], [5.3839, -1.4223, -3.1092], [5.6504, -3.5837, -2.7804], [4.8102, 0.5932, -0.8405], [2.6304, 1.3277, 0.1514], [-0.0653, -0.3111, 2.3367], [-0.5169, 0.5175, 3.5889], [0.9605, 1.0424, 4.4683], [1.2986, 0.0047, 5.5488], [0.0145, -0.7502, 5.9197], [-0.9725, -0.8084, 4.7407], [0.7176, 2.0424, 4.8953], [1.7689, 1.2199, 3.7363], [1.6993, 0.5500, 6.4308], [2.1335, -0.6804, 5.2198], [-0.4497, -0.2347, 6.7786], [0.2329, -1.7955, 6.2554], [-2.0110, -0.6436, 5.0291], [-0.8302, -1.7175, 4.1051], [-3.3877, 5.4695, -0.6088], [-3.0649, 4.9665, -2.0597], [-4.2764, 4.2529, -2.6920], [-1.6974, 4.3032, -2.2545], [-1.3685, 3.3874, -1.0901], [-0.9874, 2.1161, -1.0393], [-0.4318, 1.8302, 0.1102], [-0.4587, 3.0360, 0.8178], [-0.9458, 3.9281, 0.0899], [-3.9700, 6.4153, -0.7373], [-2.4881, 5.6794, 0.0043], [-4.0634, 4.7811, -0.0651], [-2.9494, 5.9259, -2.6083], [-4.3547, 3.1848, -2.4320], [-4.2103, 4.2977, -3.8048], [-5.1510, 4.7976, -2.3439], [-0.9268, 5.0808, -2.3355], [-1.6435, 3.7024, -3.1608], [-1.1261, 1.4489, -1.9027]], "forces_ev_per_angstrom": [[0.02, -2.15, 0.29], [0.29, -0.46, -0.11], [-0.85, 0.11, -0.05], [0.46, 0.55, -0.33], [-0.66, 0.55, 0.53], [-0.41, 0.13, 0.65], [0.05, -0.16, -0.69], [-0.85, -1.36, -0.42], [-0.48, 0.52, 0.29], [1.67, 0.69, -0.01], [-0.44, 0.78, 0.71], [-0.81, 0.85, -0.20], [0.08, 0.81, 0.66], [0.04, -0.56, -0.41], [-0.41, -0.38, 0.13], [-0.08, -0.48, -0.03], [1.38, -0.87, -1.04], [-0.06, 0.58, 0.10], [0.21, -0.40, 0.15], [0.54, 0.17, 0.21], [0.33, 0.35, -0.24], [0.69, -1.08, -0.57], [-1.07, -0.04, 0.53], [0.49, 0.76, 0.34], [0.23, -0.16, -0.09], [0.01, -0.28, -0.16], [0.16, -0.14, 0.00], [0.16, -0.07, -0.07], [0.31, -0.17, -0.23], [0.07, 0.26, 1.42], [-0.23, -0.19, -0.77], [0.45, 0.53, 0.16], [1.16, -0.26, 0.07], [-0.12, -0.61, 0.91], [0.76, -0.20, -0.29], [-0.04, -0.69, -0.22], [-0.45, -0.18, 0.19], [-0.26, -0.46, -0.51], [-1.04, 0.64, 0.13], [0.04, -0.27, -0.41], [-0.14, 0.92, -0.22], [0.09, -0.27, -0.07], [-0.34, 0.66, 0.57], [-0.28, 0.29, -0.25], [-0.30, 1.24, -0.03], [0.83, -0.09, -0.54], [-0.55, -0.19, 0.76], [1.58, 0.50, 0.19], [-0.67, -0.33, -1.90], [-1.31, 2.59, -0.52], [0.55, -1.07, -0.06], [-0.60, 0.55, -0.18], [0.51, -0.72, 0.28], [-0.69, -0.03, -0.44], [0.53, 0.12, -0.21], [-0.04, -0.61, -0.01], [-0.04, 0.37, 0.22], [-0.18, 0.04, 0.78], [-0.25, -0.26, -0.24], [0.03, -0.48, 0.46], [-0.10, -0.15, 0.07], [0.10, 0.24, 0.68]]}